Below is a structure of composition C22H53ClHgN15O6, with properties calculated with ωB97M-V/def2-TZVPD.

Values from the calculation:
Highest occupied orbital energy (spin up / spin down) (eV): -5.49 / -8.07
ΔE to the lowest compared entry with this formula, charge and spin (kcal/mol): 0.0
2S+1: 2

Geometry (Å):
Hg -0.17 -0.64 0.18
C -4.82 0.93 2.95
N -3.89 0.05 2.28
C -4.30 -1.34 2.13
C -2.71 0.51 1.76
N -2.25 0.21 0.58
C -3.12 -0.33 -0.45
C -2.65 0.19 -1.80
N -1.27 -0.18 -2.15
C -1.18 -1.57 -2.63
C 0.24 -2.14 -2.55
N 0.75 -2.25 -1.19
C 1.19 -3.42 -0.78
N 0.78 -4.61 -1.33
C 1.70 -5.69 -1.58
C -0.61 -4.88 -1.63
N 2.10 -3.50 0.21
C 3.02 -2.42 0.51
C 2.17 -4.65 1.10
C -0.76 0.77 -3.16
C -0.10 2.02 -2.59
N -0.95 2.74 -1.67
C -0.85 4.01 -1.56
N 0.13 4.80 -2.15
C 1.54 4.50 -1.99
C -0.15 6.16 -2.56
N -1.80 4.73 -0.83
C -1.32 5.70 0.14
C -3.09 4.14 -0.53
N -2.03 1.42 2.51
C -0.98 2.23 1.90
C -1.96 1.30 3.96
H -5.79 0.90 2.43
H -4.99 0.64 3.99
H -4.45 1.95 2.93
H -4.53 -1.75 3.12
H -5.20 -1.43 1.51
H -3.50 -1.92 1.69
H -3.12 -1.42 -0.42
H -4.15 0.02 -0.31
H -3.35 -0.14 -2.59
H -2.66 1.27 -1.76
H -1.83 -2.19 -2.02
H -1.53 -1.62 -3.67
H 0.23 -3.11 -3.05
H 0.92 -1.50 -3.12
H 2.73 -5.35 -1.47
H 1.53 -6.55 -0.92
H 1.57 -6.04 -2.61
H -1.23 -4.06 -1.28
H -0.77 -5.04 -2.70
H -0.93 -5.78 -1.09
H 2.91 -1.62 -0.21
H 2.83 -2.01 1.51
H 4.05 -2.80 0.50
H 1.25 -5.23 1.04
H 3.03 -5.29 0.88
H 2.26 -4.29 2.13
H -0.01 0.27 -3.77
H -1.58 1.05 -3.82
H 0.81 1.71 -2.08
H 0.19 2.65 -3.45
H 1.68 3.52 -1.55
H 2.06 4.54 -2.95
H 2.01 5.22 -1.31
H -1.22 6.31 -2.70
H 0.22 6.91 -1.84
H 0.35 6.35 -3.51
H -0.24 5.76 0.11
H -1.74 6.70 -0.04
H -1.61 5.39 1.15
H -3.24 3.27 -1.16
H -3.16 3.83 0.52
H -3.89 4.86 -0.73
H -1.20 2.38 0.84
H -0.95 3.19 2.41
H -0.01 1.75 1.98
H -2.52 0.44 4.30
H -0.91 1.17 4.26
H -2.35 2.19 4.45
O 3.76 0.67 1.31
Cl 2.94 1.45 0.41
O 3.76 2.15 -0.52
O 2.07 0.53 -0.34
O 2.11 2.35 1.16
N 1.31 -0.06 3.07
N 1.23 -1.24 3.81
C 0.58 -2.32 3.24
N 0.74 -3.49 3.93
N -0.11 -2.15 2.14
N -0.89 -3.17 1.64
O -0.85 -4.39 2.08
O -1.59 -2.85 0.59
H 2.16 -0.04 2.50
H 1.39 0.72 3.71
H 2.08 -1.52 4.28
H 0.77 -3.38 4.94
H 0.11 -4.20 3.57

***

Below is a structure of composition C22H53IN4O5P, with properties calculated with ωB97M-V/def2-TZVPD.

Values from the calculation:
Highest occupied orbital energy (spin up / spin down) (eV): -8.06 / -8.86
2S+1: 2

Geometry (Å):
C -1.84 -2.23 -0.10
P -1.40 -0.51 0.35
O -1.91 -0.52 1.91
C 0.46 -0.63 0.53
I 0.98 -1.02 -1.55
C 0.98 -1.77 1.43
C 1.84 -1.31 2.62
C 3.28 -1.02 2.20
C 1.86 -2.40 3.68
N 1.21 -0.09 3.19
O 0.21 -0.31 3.96
C 1.16 1.13 2.34
C 2.44 1.97 2.60
C -0.06 1.97 2.72
C 1.08 0.74 0.84
H -1.06 -2.96 0.13
H -2.05 -2.28 -1.17
H -2.75 -2.50 0.42
H -1.95 -1.39 2.32
H 0.14 -2.35 1.81
H 1.60 -2.45 0.85
H 3.37 -0.21 1.48
H 3.69 -1.92 1.74
H 3.88 -0.76 3.07
H 2.42 -2.07 4.56
H 2.36 -3.28 3.27
H 0.85 -2.69 3.98
H 2.96 2.23 1.68
H 2.19 2.89 3.13
H 3.13 1.43 3.25
H -0.14 2.07 3.80
H 0.07 2.96 2.28
H -0.98 1.54 2.34
H 2.06 0.78 0.38
H 0.48 1.50 0.34
C -6.94 -1.45 -4.83
C -6.33 -2.75 -4.31
C -5.75 -2.64 -2.90
O -4.50 -1.98 -2.79
C -4.58 -0.56 -2.74
N -5.38 -3.25 -5.31
H -6.17 -0.74 -5.13
H -7.56 -1.66 -5.70
H -7.57 -0.98 -4.07
H -7.14 -3.49 -4.24
H -5.56 -3.66 -2.53
H -6.48 -2.18 -2.22
H -5.47 -0.23 -2.20
H -4.58 -0.13 -3.75
H -3.69 -0.21 -2.22
H -5.04 -4.17 -5.03
H -4.56 -2.64 -5.31
C 5.09 4.45 7.97
C 5.67 4.41 6.56
C 4.63 4.63 5.45
O 3.80 3.52 5.19
C 2.68 3.38 6.04
N 6.43 3.18 6.38
H 4.55 3.53 8.20
H 5.89 4.54 8.70
H 4.41 5.29 8.10
H 6.38 5.24 6.48
H 5.16 4.82 4.52
H 4.01 5.52 5.67
H 2.27 4.36 6.32
H 2.91 2.83 6.95
H 1.91 2.83 5.49
H 6.93 3.20 5.50
H 5.77 2.41 6.30
C -1.64 0.16 -6.71
C -1.21 -0.79 -5.60
C 0.19 -1.37 -5.77
O 0.29 -2.39 -6.75
C 0.48 -1.94 -8.08
N -2.23 -1.82 -5.43
H -1.90 -0.38 -7.62
H -2.52 0.72 -6.41
H -0.85 0.87 -6.95
H -1.18 -0.21 -4.66
H 0.46 -1.85 -4.83
H 0.92 -0.58 -5.97
H 1.11 -1.04 -8.11
H -0.47 -1.72 -8.58
H 0.98 -2.74 -8.62
H -2.02 -2.38 -4.60
H -2.16 -2.47 -6.21

***

Below is a structure of composition C22H53INO5S in a non-equilibrium geometry, with properties calculated with ωB97M-V/def2-TZVPD.

Values from the calculation:
Highest occupied orbital energy (eV): -11.37
Net charge: +1

Geometry (Å):
S 0.43 -0.31 2.69
C -0.05 0.70 1.25
C -0.84 1.95 1.63
C -1.83 2.39 0.55
C -3.18 1.72 0.58
C -3.24 0.34 -0.09
N -3.48 -0.58 1.03
C -3.76 -0.01 2.13
C -3.83 1.43 1.94
I -6.01 1.69 1.71
H -0.74 -0.69 3.23
H 0.90 0.98 0.83
H -0.59 0.08 0.55
H -0.13 2.76 1.75
H -1.29 1.83 2.60
H -2.00 3.45 0.68
H -1.37 2.29 -0.42
H -3.84 2.33 -0.02
H -2.33 -0.01 -0.56
H -4.05 0.28 -0.80
H -3.39 -1.59 0.92
H -3.91 -0.50 3.07
H -3.60 2.07 2.77
C 4.02 -3.65 1.16
C 4.93 -2.43 1.16
C 4.95 -1.74 2.51
O 4.52 -1.51 0.14
H 2.99 -3.34 1.38
H 4.02 -4.13 0.18
H 4.33 -4.38 1.91
H 5.94 -2.74 0.90
H 3.94 -1.38 2.76
H 5.61 -0.87 2.49
H 5.28 -2.41 3.30
H 3.63 -1.23 0.36
C -0.17 -0.33 -4.00
C -1.53 0.34 -4.11
C -1.52 1.45 -5.14
O -1.94 0.85 -2.83
H 0.58 0.39 -3.68
H -0.20 -1.13 -3.25
H 0.14 -0.76 -4.95
H -2.28 -0.41 -4.38
H -0.81 2.23 -4.85
H -2.51 1.92 -5.21
H -1.25 1.08 -6.13
H -1.28 1.52 -2.58
C 1.64 4.64 -0.48
C 1.63 3.49 -1.47
C 2.63 3.70 -2.59
O 0.31 3.33 -2.02
H 1.38 5.58 -0.98
H 0.91 4.48 0.31
H 2.63 4.76 -0.03
H 1.85 2.56 -0.95
H 2.40 4.60 -3.16
H 2.61 2.86 -3.29
H 3.64 3.79 -2.20
H 0.08 4.14 -2.49
C 10.48 -3.77 -1.21
C 8.97 -3.82 -1.38
C 8.34 -2.45 -1.17
O 8.40 -4.76 -0.47
H 10.74 -3.46 -0.19
H 10.91 -4.77 -1.36
H 10.94 -3.08 -1.91
H 8.73 -4.18 -2.38
H 8.54 -2.09 -0.16
H 7.26 -2.50 -1.30
H 8.74 -1.71 -1.88
H 8.60 -4.46 0.43
C -9.56 -1.23 2.10
C -9.96 -0.90 3.53
C -11.19 -0.01 3.58
O -8.87 -0.28 4.21
H -9.31 -0.31 1.55
H -8.67 -1.86 2.08
H -10.36 -1.73 1.56
H -10.16 -1.83 4.07
H -11.00 0.94 3.08
H -11.46 0.21 4.61
H -12.04 -0.49 3.09
H -8.68 0.55 3.76

***

Below is a cluster of 3 separate species, C22H53N2O11P2 in total in a non-equilibrium geometry, with properties calculated with ωB97M-V/def2-TZVPD.

Values from the calculation:
Highest occupied orbital energy (eV): -4.52
ΔE to the lowest compared entry with this formula, charge and spin (kcal/mol): 72.1
Net charge: -1

Geometry (Å):
C 6.33 -0.78 -0.43
C 5.78 0.27 -1.47
O 5.09 -0.18 -2.38
O 6.11 1.63 -1.38
C 5.22 2.22 -0.38
C 4.23 3.23 -1.06
C 3.01 2.50 -1.77
C 2.09 3.60 -2.48
C 0.68 3.80 -1.82
C -0.42 2.71 -2.15
O -0.97 2.15 -0.91
P -0.21 0.58 -0.66
O -1.10 0.63 0.90
C -2.22 -0.23 0.89
C -2.95 -0.27 2.30
N -4.09 0.70 2.37
C -5.28 0.18 1.63
C -5.57 0.99 0.30
C -5.01 2.48 0.35
O -6.98 0.94 -0.07
O 0.69 0.48 -2.16
C -0.05 1.42 -2.97
P 0.41 1.54 -4.79
N -0.04 0.03 -5.61
O -0.67 2.73 -5.39
H 7.20 -1.34 -0.87
H 6.72 -0.21 0.46
H 5.54 -1.53 -0.15
H 5.77 2.76 0.44
H 4.59 1.38 0.06
H 4.74 3.87 -1.85
H 3.84 3.96 -0.29
H 3.43 1.80 -2.55
H 2.46 1.89 -1.02
H 2.08 3.42 -3.59
H 2.65 4.58 -2.34
H 0.30 4.81 -2.17
H 0.84 3.84 -0.70
H -1.31 3.31 -2.52
H 0.79 1.29 0.09
H 0.39 -0.63 -0.08
H -1.30 -0.20 -1.19
H -1.87 -1.29 0.70
H -3.02 0.08 0.15
H -2.25 -0.02 3.14
H -3.37 -1.30 2.52
H -4.43 0.77 3.34
H -6.22 0.27 2.26
H -5.15 -0.91 1.36
H -5.01 0.50 -0.56
H -3.96 2.44 -0.05
H -5.65 3.08 -0.37
H -5.04 2.91 1.39
H -6.99 1.24 -1.00
H -1.08 0.90 -3.04
H 0.49 -0.68 -5.09
H -1.04 -0.11 -5.40
H -1.56 2.33 -5.52
C 5.28 -2.99 -3.25
O 6.37 -3.70 -2.67
C 6.07 -5.07 -2.43
C 6.72 -5.96 -3.48
O 6.12 -5.78 -4.76
C 6.92 -4.99 -5.63
H 5.64 -2.01 -3.55
H 4.89 -3.51 -4.13
H 4.48 -2.86 -2.51
H 4.99 -5.23 -2.39
H 6.49 -5.33 -1.45
H 6.55 -7.01 -3.21
H 7.80 -5.80 -3.53
H 7.81 -5.56 -5.94
H 7.23 -4.05 -5.15
H 6.34 -4.75 -6.51
C -4.49 1.15 7.26
O -4.69 -0.03 6.49
C -5.05 -1.15 7.30
C -6.53 -1.45 7.19
O -7.32 -0.42 7.80
C -7.91 0.44 6.84
H -4.39 1.99 6.56
H -5.34 1.35 7.92
H -3.58 1.07 7.85
H -4.75 -0.99 8.34
H -4.49 -2.01 6.92
H -6.74 -2.37 7.74
H -6.83 -1.60 6.15
H -8.71 -0.08 6.30
H -7.17 0.82 6.12
H -8.34 1.29 7.37